The following is a DFT calculation (ωB97M-V/def2-TZVPD) of an isolated molecule of C6H8.

* structure (SMILES): C#CC1CCC1
* HOMO-LUMO gap: 0.4038 Eh
* energy relative to the best compared isomer or geometry (same formula, charge and spin): 38.0 kcal/mol
* energy: -233.3264 Eh
* spin multiplicity: 1

Last column: Löwdin charge in e.
Positions of all 14 atoms, in Å:
C  2.9210  -0.2860  -0.3109  0.109
C  1.7865  -0.1139  0.0577  -0.109
C  0.4082  0.0829  0.4938  -0.334
C  -0.4969  1.0841  -0.2715  -0.144
C  -1.6733  0.1093  -0.0598  -0.176
C  -0.6409  -1.0134  0.1782  -0.145
H  3.9254  -0.4435  -0.6373  0.020
H  0.3895  0.3130  1.5653  0.143
H  -0.5793  2.0968  0.1321  0.104
H  -0.2042  1.1388  -1.3244  0.113
H  -2.2274  0.3401  0.8565  0.104
H  -2.3842  -0.0226  -0.8800  0.099
H  -0.3834  -1.5269  -0.7528  0.112
H  -0.8410  -1.7587  0.9531  0.104

The following is a DFT calculation (ωB97M-V/def2-TZVPD) of a structure of composition H10N2Si4 in a non-equilibrium geometry.

* HOMO-LUMO gap: 0.2944 Eh
* energy relative to the best compared isomer or geometry (same formula, charge and spin): 40.6 kcal/mol
* energy: -1273.4410 Eh
* spin multiplicity: 1

Last column: Löwdin charge in e.
Positions of all 16 atoms, in Å:
N  -1.2085  -0.0600  -0.0291  -0.558
N  1.3533  0.2605  -0.3315  -0.486
Si  -0.2610  -1.4481  -0.3153  0.627
Si  0.0819  1.3017  0.0312  0.304
Si  -2.9547  0.1522  0.0920  0.474
Si  2.8998  -0.1824  0.1402  0.334
H  0.3451  -2.2874  0.7439  -0.056
H  -0.0415  -1.8519  -1.7192  -0.047
H  -0.3100  2.3782  -1.0417  -0.035
H  0.2398  1.8428  1.3414  -0.066
H  -3.7523  0.8414  1.1675  -0.093
H  -3.1349  -1.2531  0.4304  -0.086
H  -3.2833  1.0775  -1.0942  -0.058
H  2.8229  -1.7174  0.0489  -0.084
H  3.4671  0.1857  1.4562  -0.114
H  3.7364  0.7601  -0.9207  -0.058

The following is a DFT calculation (ωB97M-V/def2-TZVPD) of a cluster of 2 separate species, C3H4P2 in total in a non-equilibrium geometry.

* structure (SMILES): P=C=P.C#C
* HOMO-LUMO gap: 0.2847 Eh
* energy relative to the best compared isomer or geometry (same formula, charge and spin): 86.8 kcal/mol
* energy: -799.2045 Eh
* spin multiplicity: 1

Last column: Löwdin charge in e.
Positions of all 9 atoms, in Å:
P  -1.3577  1.5438  -2.1953  0.662
C  -0.1310  0.5255  -1.7075  -0.977
P  0.1697  -1.0941  -1.3786  0.705
H  -1.2720  2.8589  -1.5612  -0.151
H  1.5253  -1.2066  -1.8086  -0.135
C  0.9140  -0.5098  2.3136  0.017
C  1.3392  -1.2784  1.5069  -0.061
H  0.6476  0.1839  3.0620  0.014
H  1.5235  -1.9387  0.7936  -0.074

The following is a DFT calculation (ωB97M-V/def2-TZVPD) of an isolated molecule of C5H11NOS in a non-equilibrium geometry.

* HOMO-LUMO gap: 0.3258 Eh
* energy relative to the best compared isomer or geometry (same formula, charge and spin): 133.1 kcal/mol
* energy: -725.1128 Eh
* spin multiplicity: 1

Last column: Löwdin charge in e.
Positions of all 19 atoms, in Å:
C  0.3819  -0.6627  -0.8456  -0.229
C  -0.8598  0.4320  0.0164  -0.474
C  -1.9304  -0.4030  0.7287  -0.013
C  -1.4608  1.3539  -1.0894  -0.026
C  2.7200  -0.9305  0.8635  -0.216
N  1.2016  1.4339  0.1625  -0.397
O  0.0192  1.0437  0.8986  -0.196
S  1.9177  0.2065  -0.4607  0.958
H  0.3426  -1.6557  -0.5624  0.022
H  0.2228  -0.6664  -1.9453  0.071
H  -2.8897  -0.2233  0.3351  0.057
H  -2.0094  -0.1565  1.7798  0.083
H  -1.5827  -1.4533  0.5956  0.087
H  -1.7798  0.8804  -1.9167  0.037
H  -0.8134  2.1570  -1.2633  0.053
H  -2.2701  1.9627  -0.5973  0.107
H  2.3538  -0.8149  1.8399  0.023
H  3.8160  -0.5965  0.8697  0.065
H  2.6205  -1.9072  0.5910  -0.012

The following is a DFT calculation (ωB97M-V/def2-TZVPD) of a cluster of 2 separate species, C6H14 in total in a non-equilibrium geometry.

* HOMO-LUMO gap (alpha / beta): 0.3243 / 0.3036 Eh
* energy relative to the best compared isomer or geometry (same formula, charge and spin): 110.5 kcal/mol
* energy: -236.8353 Eh
* spin multiplicity: 1

Last column: Löwdin charge in e.
Positions of all 20 atoms, in Å:
C  -2.1562  1.1244  0.3537  -0.134
C  2.5619  0.3849  0.3938  -0.189
C  0.0753  -1.8100  -0.5699  -0.168
C  -1.6353  -0.0950  -0.4439  -0.276
C  1.2104  0.9107  -0.0216  -0.073
C  -0.6377  -0.9616  0.3738  -0.128
H  -3.0646  1.5739  -0.0832  0.064
H  -2.3581  1.0112  1.4262  0.063
H  -1.2755  1.8827  0.3248  0.073
H  3.1098  -0.1448  -0.4238  0.066
H  2.6535  -0.3022  1.3737  0.110
H  3.2040  1.2095  0.7152  0.047
H  -0.6367  -2.3834  -1.1817  0.085
H  0.6617  -2.4613  0.0514  0.068
H  0.7071  -1.2784  -1.2697  0.062
H  -1.0671  0.4392  -1.2433  0.098
H  -2.5009  -0.6317  -0.7523  0.088
H  0.9177  1.0135  -1.0346  0.038
H  0.8161  1.6675  0.6115  0.027
H  -0.5855  -1.1493  1.4000  0.079

The following is a DFT calculation (ωB97M-V/def2-TZVPD) of a cluster of 14 separate species, C17H62N18O14 in total in a non-equilibrium geometry.

* HOMO-LUMO gap: 0.3216 Eh
* energy relative to the best compared isomer or geometry (same formula, charge and spin): 0.0 kcal/mol
* energy: -2723.9079 Eh
* spin multiplicity: 1

Last column: Löwdin charge in e.
Positions of all 111 atoms, in Å:
C  -9.9840  5.2550  -30.0350  -0.076
C  -10.0140  5.2560  -28.5520  -0.293
O  -9.4050  4.1050  -27.9370  -0.101
H  -10.0990  6.1980  -30.6500  0.103
H  -10.8300  4.6520  -30.3550  0.047
H  -9.0360  4.8060  -30.3680  0.088
H  -11.0410  5.4730  -28.1780  0.117
H  -9.5120  6.0920  -28.1900  0.056
H  -10.0110  3.4160  -27.7720  0.008
C  -10.9570  1.3760  -29.8220  -0.048
C  -11.3540  1.1790  -28.3680  -0.310
O  -11.5160  2.4540  -27.8480  -0.101
H  -9.9350  1.7430  -29.8000  0.072
H  -11.4970  2.2640  -30.1210  0.062
H  -11.0740  0.5910  -30.5550  0.079
H  -10.6460  0.5240  -27.8990  0.087
H  -12.2730  0.5380  -28.2820  0.125
H  -11.7070  2.3060  -26.9340  0.024
C  -15.7860  7.5720  -26.6860  -0.063
C  -14.5260  8.3660  -26.6240  -0.339
O  -13.3040  7.6900  -26.6340  -0.100
H  -16.5750  8.2220  -26.8500  0.053
H  -15.8850  7.0200  -25.7300  0.081
H  -15.7260  7.0590  -27.6240  0.066
H  -14.6360  8.8960  -25.6020  0.101
H  -14.4570  9.0270  -27.4360  0.098
H  -13.2730  7.2310  -25.7600  0.018
C  -16.7020  2.5990  -26.0980  -0.602
O  -17.5960  2.6790  -25.0680  -0.091
N  -15.6680  3.3730  -26.2980  0.181
N  -16.8870  1.8680  -27.1180  0.123
H  -15.4210  3.9700  -25.5350  0.064
H  -15.0650  3.3750  -27.1430  0.094
H  -17.6820  1.2890  -27.1200  0.120
H  -16.6200  2.2060  -28.0860  0.183
C  -13.8260  0.0010  -26.1650  -0.649
O  -12.9260  -1.0420  -25.8910  -0.175
N  -15.0430  -0.2000  -26.6560  0.154
N  -13.5520  1.1820  -25.8850  0.174
H  -15.1200  -1.1820  -26.9450  0.122
H  -15.6780  0.6330  -26.8750  0.075
H  -12.6840  1.4070  -25.3160  0.054
H  -14.1160  2.0040  -26.2240  0.105
C  -10.6710  1.7190  -25.0660  -0.595
O  -9.9700  2.8420  -25.5090  -0.150
N  -10.3910  0.5180  -25.4440  0.188
N  -11.5950  1.7470  -24.1660  0.156
H  -9.5130  0.3290  -26.0880  0.199
H  -11.0430  -0.2320  -25.2370  0.092
H  -11.7770  2.6830  -23.6990  0.125
H  -11.9570  0.9160  -23.5580  0.216
C  -7.9000  4.9250  -23.2690  -0.657
O  -7.2750  6.1010  -23.0830  -0.104
N  -8.0610  4.3800  -24.4330  0.164
N  -8.2890  4.0910  -22.3210  0.096
H  -7.5220  4.8450  -25.2700  0.080
H  -8.7080  3.5980  -24.6400  0.064
H  -8.3500  4.4700  -21.3630  0.145
H  -8.0840  3.0670  -22.3670  0.162
C  -6.1000  4.8980  -27.0680  -0.659
O  -4.7920  5.1100  -27.0410  -0.075
N  -6.6050  3.7930  -27.5750  0.157
N  -6.9740  5.6920  -26.5060  0.136
H  -5.9490  3.0590  -27.9400  0.142
H  -7.6300  3.6550  -27.8040  0.098
H  -6.6280  6.5620  -26.1520  0.134
H  -7.9750  5.6380  -26.7320  0.100
C  -12.3840  5.1270  -25.3210  -0.598
O  -12.8370  4.0020  -25.8850  -0.038
N  -11.1120  5.3260  -25.2220  0.166
N  -13.1160  5.9740  -24.6520  0.122
H  -10.4820  4.5870  -25.5190  0.070
H  -10.6650  6.2690  -25.1310  0.076
H  -14.0860  5.7180  -24.5370  0.042
H  -12.8160  6.8600  -24.1790  0.089
C  -11.8600  3.9120  -21.8510  -0.760
O  -11.7440  2.9840  -20.9390  -0.080
N  -13.0550  4.3320  -22.2020  0.168
N  -10.9440  4.3800  -22.5750  0.164
H  -13.8940  3.9720  -21.7010  0.122
H  -13.1830  4.9690  -23.0090  0.068
H  -9.9390  4.0470  -22.4180  0.076
H  -10.9630  4.8740  -23.4720  0.071
C  -14.0130  8.2820  -22.5650  -0.611
O  -14.3430  7.5250  -21.4920  -0.094
N  -12.8120  8.2940  -23.0800  0.158
N  -14.9060  9.1320  -22.9500  0.187
H  -12.1590  7.6740  -22.5800  0.150
H  -12.4090  9.1510  -23.4490  0.143
H  -15.8920  8.9510  -22.5680  0.184
H  -14.7840  9.7460  -23.7340  0.097
C  -16.1660  4.8330  -22.8200  -0.520
O  -15.5260  5.1710  -24.0150  -0.158
N  -17.2990  4.1640  -22.8180  0.163
N  -15.8050  5.3660  -21.6570  0.142
H  -17.6090  3.4800  -23.5690  0.082
H  -17.8530  4.1860  -21.9750  0.110
H  -15.0310  6.0860  -21.7150  0.047
H  -16.1050  5.2680  -20.7010  0.123
C  -13.7280  5.1560  -29.1170  -0.148
O  -13.8860  3.8700  -28.6110  -0.130
H  -13.6560  5.8500  -28.2530  0.068
H  -14.6120  5.5090  -29.7000  0.097
H  -12.8360  5.2500  -29.7170  0.059
H  -12.9870  3.6380  -28.4520  0.018
C  -9.8850  8.2220  -26.1450  -0.093
O  -10.0670  7.7080  -24.8380  -0.124
H  -9.3960  9.1600  -26.0110  0.087
H  -10.8050  8.4190  -26.6630  0.077
H  -9.2580  7.5630  -26.6840  0.048
H  -9.4210  8.1550  -24.3300  0.083

Please write out number 5 again, unchanged.
The following is a DFT calculation (ωB97M-V/def2-TZVPD) of a cluster of 2 separate species, C6H14 in total in a non-equilibrium geometry.

* HOMO-LUMO gap (alpha / beta): 0.3243 / 0.3036 Eh
* energy relative to the best compared isomer or geometry (same formula, charge and spin): 110.5 kcal/mol
* energy: -236.8353 Eh
* spin multiplicity: 1

Last column: Löwdin charge in e.
Positions of all 20 atoms, in Å:
C  -2.1562  1.1244  0.3537  -0.134
C  2.5619  0.3849  0.3938  -0.189
C  0.0753  -1.8100  -0.5699  -0.168
C  -1.6353  -0.0950  -0.4439  -0.276
C  1.2104  0.9107  -0.0216  -0.073
C  -0.6377  -0.9616  0.3738  -0.128
H  -3.0646  1.5739  -0.0832  0.064
H  -2.3581  1.0112  1.4262  0.063
H  -1.2755  1.8827  0.3248  0.073
H  3.1098  -0.1448  -0.4238  0.066
H  2.6535  -0.3022  1.3737  0.110
H  3.2040  1.2095  0.7152  0.047
H  -0.6367  -2.3834  -1.1817  0.085
H  0.6617  -2.4613  0.0514  0.068
H  0.7071  -1.2784  -1.2697  0.062
H  -1.0671  0.4392  -1.2433  0.098
H  -2.5009  -0.6317  -0.7523  0.088
H  0.9177  1.0135  -1.0346  0.038
H  0.8161  1.6675  0.6115  0.027
H  -0.5855  -1.1493  1.4000  0.079

Copy entry 3 word for word.
The following is a DFT calculation (ωB97M-V/def2-TZVPD) of a cluster of 2 separate species, C3H4P2 in total in a non-equilibrium geometry.

* structure (SMILES): P=C=P.C#C
* HOMO-LUMO gap: 0.2847 Eh
* energy relative to the best compared isomer or geometry (same formula, charge and spin): 86.8 kcal/mol
* energy: -799.2045 Eh
* spin multiplicity: 1

Last column: Löwdin charge in e.
Positions of all 9 atoms, in Å:
P  -1.3577  1.5438  -2.1953  0.662
C  -0.1310  0.5255  -1.7075  -0.977
P  0.1697  -1.0941  -1.3786  0.705
H  -1.2720  2.8589  -1.5612  -0.151
H  1.5253  -1.2066  -1.8086  -0.135
C  0.9140  -0.5098  2.3136  0.017
C  1.3392  -1.2784  1.5069  -0.061
H  0.6476  0.1839  3.0620  0.014
H  1.5235  -1.9387  0.7936  -0.074